C2H2Br2P | ωB97M-V/def2-TZVPD

```
7
C2H2Br2P | the OMol25 dataset | ωB97M-V/def2-TZVPD
C 0.650 -0.030 -0.349
C 1.721 -0.034 0.269
P -0.989 0.240 0.807
Br -1.882 1.958 -0.288
Br -2.022 -1.579 -0.269
H 0.183 -0.339 -1.307
H 2.339 -0.216 1.136
```

As for the net charge: +1. The calculation puts the energy relative to the best compared isomer or geometry (same formula, charge and spin) at 84.7 kJ/mol. The lowest unoccupied orbital energy is -7.656 eV. For the HOMO energy, the calculation gives -15.02 eV.